Entry 1:
C8H29NO7 | ωB97M-V with the def2-TZVPD basis set

Structure (ORCA input):
```
! wB97M-V def2-TZVPD RIJCOSX def2/J DEFGRID3
* xyz 1 2
C -1.5176 -5.4640 -28.7772
O -0.4268 -6.1412 -28.2739
C -0.3512 -7.5529 -28.6243
C 0.9223 -8.0976 -27.9825
N 0.7585 -8.2492 -26.4934
C 2.0832 -8.6467 -26.0084
C 2.4185 -8.5489 -24.5017
O 2.3120 -7.1465 -24.1469
C 2.2767 -6.9179 -22.7587
H -1.6381 -5.2112 -29.8306
H -1.6907 -4.5520 -28.2059
H -2.3776 -6.0439 -28.4423
H -0.1197 -7.5861 -29.6889
H -1.2175 -8.1590 -28.3591
H 1.7207 -7.3840 -28.1860
H 1.1986 -9.0808 -28.3634
H 0.5410 -7.3223 -26.1563
H 2.8676 -8.1244 -26.5561
H 2.2360 -9.7108 -26.1885
H 3.4154 -8.9460 -24.3104
H 1.6991 -9.1923 -23.9951
H 2.9715 -7.4922 -22.1459
H 1.2770 -7.2405 -22.4680
H 2.4154 -5.8594 -22.5384
C -1.9366 -7.5355 -23.7493
O -2.1083 -8.8027 -23.0764
H -1.5376 -6.7356 -23.1256
H -1.4273 -7.7319 -24.6928
H -2.9005 -7.0704 -23.9560
H -2.5459 -9.3868 -23.6999
C 0.0709 -4.8846 -25.5289
O 1.4147 -5.0012 -25.5730
H -0.4456 -4.0701 -26.0368
H -0.3314 -5.7899 -25.9835
H -0.1874 -5.0339 -24.4805
H 1.7552 -5.7947 -25.1536
O 0.4175 -2.3599 -28.5321
H -0.2844 -1.7112 -28.4790
H -0.0337 -3.2038 -28.5130
O 2.7955 -4.1394 -28.3909
H 2.0262 -4.6428 -28.1242
H 3.5395 -4.6846 -28.1351
O 2.3258 -2.4651 -25.8094
H 2.0269 -3.3744 -25.7987
H 1.7546 -2.0173 -25.1854
*
```

- strongest force on any atom (eV/A) = 5.4
- energy relative to the best compared isomer or geometry (same formula, charge and spin) (kcal per mole) = 16.8
- HOMO-LUMO gap (spin up / spin down) (eV) = 9.4761 / 3.4493
- HOMO (spin up / spin down) (eV) = -12.36 / -12.36
- ⟨S²⟩ = 0.754

***

Entry 2:
C8H2Cl5NO | ωB97M-V with the def2-TZVPD basis set

Structure (ORCA input):
```
! wB97M-V def2-TZVPD RIJCOSX def2/J DEFGRID3
* xyz 0 1
N 0.5089 3.3037 1.5380
Cl -2.3178 -3.5439 0.0062
Cl -2.5256 -1.5334 -2.4422
Cl -0.5614 -2.6642 2.5099
Cl -0.7914 0.8568 -2.6549
Cl 1.1840 -0.1271 2.3657
C 0.7468 2.5251 0.7139
O 2.4518 1.1451 -0.1252
C -1.4139 -2.0585 0.0207
C -1.4735 -1.2228 -1.1042
C -0.5547 -1.7094 1.0950
C -0.6555 -0.0872 -1.1957
C 0.2059 -0.5659 0.9661
C 0.1976 0.2350 -0.1651
C 1.0732 1.5187 -0.2922
H 2.9689 1.9401 0.0557
H 0.9567 1.9879 -1.2917
*
```

- strongest force on any atom (eV/A) = 1.9
- energy relative to the best compared isomer or geometry (same formula, charge and spin) (kcal per mole) = 0.1
- HOMO-LUMO gap (eV) = 9.5459
- HOMO (eV) = -9.70
- structure (SMILES) = N#C[C@@H](O)c1c(Cl)c(Cl)c(Cl)c(Cl)c1Cl

***

Entry 3:
C8H30F4N4O14PbS4 | ωB97M-V with the def2-TZVPD basis set

Structure (ORCA input):
```
! wB97M-V def2-TZVPD RIJCOSX def2/J DEFGRID3
* xyz 0 1
Pb 0.4423 -0.0021 -0.5367
N 0.3221 2.1753 -1.8101
S -0.4843 2.8066 -2.9408
O -0.1371 2.4234 -4.2910
O -1.0191 4.1159 -2.7527
F -1.8047 1.8810 -2.6802
S 1.7120 3.0426 -2.0374
O 1.6654 4.3957 -1.6026
O 2.5562 2.6497 -3.1267
F 2.4893 2.3379 -0.8128
N 0.6023 -2.2821 0.6747
S -0.3858 -3.0885 1.6371
O 0.1638 -4.0221 2.5818
O -1.7240 -3.2963 1.1529
F -0.6337 -1.7856 2.5907
S 0.9276 -3.6719 -0.2360
O -0.1098 -4.0731 -1.1348
O 1.7672 -4.6209 0.4261
F 2.0081 -2.9588 -1.1973
O -1.6893 0.5999 0.9109
H -2.0879 0.3900 1.7674
H -2.2737 1.2670 0.5208
O 0.8228 -0.4084 -3.0106
H 1.6578 -0.8694 -3.1768
H 0.6830 0.1495 -3.7953
O 2.8303 -0.9913 1.7483
H 2.0680 -1.4461 1.3361
H 3.3377 -1.6970 2.1703
O 3.0183 -0.3276 -0.8439
H 3.4797 -0.5804 -0.0261
H 3.4956 0.4470 -1.1722
C 0.6503 3.5439 2.2555
C 1.6414 2.3985 2.3915
C 2.0469 2.2494 3.8504
O 2.8293 3.3994 4.1539
C 3.5479 3.3119 5.3814
N 1.0280 1.1811 1.8158
H 0.9625 4.5463 2.5275
H -0.3437 3.3153 2.6532
H 0.4230 3.5516 1.1810
H 2.5211 2.5580 1.7656
H 2.5845 1.3257 4.0835
H 1.1336 2.2854 4.4578
H 4.6059 3.1802 5.1568
H 3.2320 2.4751 6.0110
H 3.2881 4.2117 5.9385
H 1.7716 0.4988 1.8356
H 0.1561 1.0179 2.2990
C -2.3502 -1.9683 -3.6947
C -2.8039 -1.2837 -2.4381
C -4.2507 -1.5258 -1.9567
O -4.4753 -2.6653 -1.1273
C -4.2561 -3.9158 -1.7611
N -1.8925 -1.3765 -1.2914
H -2.7410 -1.4920 -4.5967
H -2.6637 -3.0083 -3.8206
H -1.2695 -2.0124 -3.8392
H -2.8495 -0.2250 -2.7105
H -5.0165 -1.5031 -2.7365
H -4.4136 -0.7355 -1.2175
H -3.1935 -4.0608 -1.9817
H -4.9041 -4.1378 -2.6092
H -4.3869 -4.6172 -0.9335
H -1.9045 -2.2572 -0.7725
H -2.4072 -0.8258 -0.6037
*
```

- strongest force on any atom (eV/A) = 7.9
- HOMO-LUMO gap (eV) = 8.8285
- HOMO (eV) = -9.74